# 1
Computed, not measured: a cluster of 2 separate species, CH3BrS in total at a distorted geometry, with ωB97M-V/def2-TZVPD.

Properties
2S+1: 3
Total charge: 0
Energy above the lowest of the compared OMol25 structures with the same formula, charge and spin (eV): 3.373
LUMO (spin up / spin down) (eV): 0.64 / -3.46
Kohn-Sham gap (spin up / spin down) (eV): 6.84 / 6.47
Calculated total energy (Eh): -3011.8571

Each line ends with the Mulliken charge.
Geometry (Å):
C1 0.106 0.307 0.339  -0.43
S1 -0.755 -1.253 0.038  -0.10
Br1 1.948 0.222 -0.144  -0.03
H1 -0.501 1.703 -0.314  0.13
H2 -0.150 0.256 1.445  0.26
H3 -0.648 -1.236 -1.365  0.18


# 2
Computed, not measured: a structure of composition CH3Cl2FSi at a distorted geometry, with ωB97M-V/def2-TZVPD.

Properties
2S+1: 3
Total charge: 0
Energy above the lowest of the compared OMol25 structures with the same formula, charge and spin (eV): 1.172
LUMO (spin up / spin down) (eV): 0.23 / -1.94
Kohn-Sham gap (spin up / spin down) (eV): 5.89 / 9.97
Calculated total energy (Eh): -1349.5301

Each line ends with the Mulliken charge.
Geometry (Å):
C1 0.109 -1.266 0.786  -0.18
F1 0.524 -2.511 0.391  -0.18
Si1 0.978 0.187 0.279  0.32
Cl1 2.337 0.444 -1.140  -0.16
Cl2 0.289 1.948 0.945  -0.16
H1 -0.495 -1.327 1.683  0.37
H2 -1.752 0.907 -1.365  -0.19
H3 -1.989 1.618 -1.579  0.19


# 3
Computed, not measured: a cluster of 2 separate species, CH3Cl2O2PS in total at a distorted geometry, with ωB97M-V/def2-TZVPD.

Properties
Total charge: 0
Energy above the lowest of the compared OMol25 structures with the same formula, charge and spin (eV): 0.953
LUMO (eV): -0.45
Kohn-Sham gap (eV): 9.16
Calculated total energy (Eh): -1850.3163

Each line ends with the Mulliken charge.
Geometry (Å):
C1 2.694 -0.213 -1.075  -0.30
O1 1.536 0.942 0.850  -0.49
O2 -1.373 -0.253 0.475  -0.32
P1 -2.735 -0.303 1.322  0.35
S1 2.856 0.703 0.202  0.30
Cl1 -3.448 -1.745 0.131  -0.18
Cl2 -3.629 1.317 0.593  -0.19
H1 3.390 -0.612 -1.791  0.32
H2 -0.854 0.615 0.522  0.34
H3 1.562 -0.452 -1.230  0.17


# 4
Computed, not measured: a cluster of 2 separate species, CH3Cl2OPS in total at a distorted geometry, with ωB97M-V/def2-TZVPD.

Properties
Total charge: 0
Energy above the lowest of the compared OMol25 structures with the same formula, charge and spin (eV): 5.560
LUMO (eV): -0.87
Kohn-Sham gap (eV): 8.79
Calculated total energy (Eh): -1774.9589

Each line ends with the Mulliken charge.
Geometry (Å):
C1 -1.076 0.630 -0.040  -0.56
O1 2.729 -1.368 0.079  -0.47
P1 -0.048 -0.579 -0.881  0.08
S1 1.702 -0.393 0.548  0.44
Cl1 -2.730 0.263 -0.541  -0.14
Cl2 2.350 1.445 -0.189  -0.17
H1 -0.809 1.577 -0.249  0.48
H2 -1.188 0.475 1.087  0.29
H3 -0.930 -2.050 0.187  0.06


# 5
Computed, not measured: a structure of composition CH3Cl2OSn at a distorted geometry, with ωB97M-V/def2-TZVPD.

Properties
Total charge: +1
Energy above the lowest of the compared OMol25 structures with the same formula, charge and spin (eV): 1.109
LUMO (eV): -7.72
Kohn-Sham gap (eV): 5.83
Calculated total energy (Eh): -1249.4228

Each line ends with the Mulliken charge.
Geometry (Å):
Sn1 -2.513 3.765 0.177  1.33
O1 -0.812 2.172 -1.210  -0.63
H1 -0.710 1.257 -0.894  0.29
C1 0.833 -1.576 0.408  -0.25
Cl1 -0.238 -0.419 1.215  -0.18
Cl2 1.817 -0.887 -0.867  -0.12
H2 1.459 -1.997 1.188  0.28
H3 0.164 -2.317 -0.017  0.27


# 6
Computed, not measured: the molecule CH3Cl2PS at a distorted geometry, with ωB97M-V/def2-TZVPD.

Properties
Total charge: 0
SMILES: CSP(Cl)Cl
Energy above the lowest of the compared OMol25 structures with the same formula, charge and spin (eV): 0.629
LUMO (eV): -0.08
Kohn-Sham gap (eV): 9.20
Calculated total energy (Eh): -1699.8654

Each line ends with the Mulliken charge.
Geometry (Å):
C1 0.994 0.932 0.183  -0.75
S1 0.538 -0.403 -0.917  -0.06
P1 -0.926 -1.401 0.284  0.36
Cl1 -2.360 -0.065 0.334  -0.13
Cl2 -1.712 -2.712 -1.298  -0.25
H1 0.156 1.240 0.783  0.25
H2 1.452 1.732 -0.341  0.31
H3 1.857 0.677 0.973  0.27


# 7
Computed, not measured: a structure of composition CH3Cl3HgO at a distorted geometry, with ωB97M-V/def2-TZVPD.

Properties
Total charge: -2
LUMO (eV): 5.93
Kohn-Sham gap (eV): 7.09
Calculated total energy (Eh): -1649.2080

Each line ends with the Mulliken charge.
Geometry (Å):
Hg1 1.380 -0.235 -0.824  1.03
C1 -1.181 0.495 0.822  -0.56
O1 -0.659 -0.632 0.213  -0.77
H1 -1.793 0.208 1.677  0.20
H2 -0.421 1.139 1.265  0.18
H3 -1.803 1.117 0.179  0.22
Cl1 1.262 -2.990 -1.281  -0.80
Cl2 3.017 0.630 1.130  -0.75
Cl3 0.199 0.267 -3.181  -0.75


# 8
Computed, not measured: a cluster of 2 separate species, CH3Cl3NP in total at a distorted geometry, with ωB97M-V/def2-TZVPD.

Properties
Total charge: 0
Energy above the lowest of the compared OMol25 structures with the same formula, charge and spin (eV): 3.337
LUMO (spin up / spin down) (eV): -0.82 / -0.74
Kohn-Sham gap (spin up / spin down) (eV): 8.37 / 7.98
Calculated total energy (Eh): -1816.4926

Each line ends with the Mulliken charge.
Geometry (Å):
C1 -0.861 -0.594 1.365  -0.49
N1 0.054 -1.181 0.609  -0.31
P1 0.726 0.571 -1.262  0.58
Cl1 1.063 -0.846 -2.490  -0.15
Cl2 0.076 2.028 -2.388  -0.20
Cl3 2.586 1.274 -0.774  -0.23
H1 -0.815 -0.884 2.437  0.30
H2 -1.931 -0.873 1.306  0.27
H3 -0.900 0.505 1.195  0.22


# 9
Computed, not measured: the molecule CH3Cl3Si at a distorted geometry, with ωB97M-V/def2-TZVPD.

Properties
Total charge: 0
SMILES: Cl[SiH2]C(Cl)Cl
Energy above the lowest of the compared OMol25 structures with the same formula, charge and spin (eV): 4.638
LUMO (eV): -0.23
Kohn-Sham gap (eV): 10.62
Calculated total energy (Eh): -1709.9774

Each line ends with the Mulliken charge.
Geometry (Å):
Cl1 -2.231 0.270 -1.202  -0.19
Si1 -0.692 -0.034 0.061  0.58
C1 0.968 -0.250 -0.865  -0.20
Cl2 0.864 -1.596 -1.925  -0.11
Cl3 2.612 -0.574 0.299  -0.22
H1 -0.762 -0.911 1.180  -0.11
H2 -0.724 1.413 0.605  -0.10
H3 1.245 0.613 -1.375  0.34


# 10
Computed, not measured: the molecule CH3Cl3Si at a distorted geometry, with ωB97M-V/def2-TZVPD.

Properties
Total charge: 0
SMILES: C[Si](Cl)(Cl)Cl
Energy above the lowest of the compared OMol25 structures with the same formula, charge and spin (eV): 1.104
LUMO (eV): 0.34
Kohn-Sham gap (eV): 11.39
Calculated total energy (Eh): -1710.1073

Each line ends with the Mulliken charge.
Geometry (Å):
C1 -0.100 0.259 0.148  -1.10
Si1 -1.329 0.277 1.628  0.78
Cl1 -2.860 -1.449 1.802  -0.32
Cl2 -0.502 0.341 3.444  -0.19
Cl3 -2.527 1.888 1.397  -0.21
H1 -0.081 1.283 -0.369  0.27
H2 0.874 -0.019 0.355  0.39
H3 -0.157 -0.541 -0.515  0.38


Question: What is the calculated total energy in the fourth record?
Answer: -1774.9589 Eh


Question: Which value of calculated total energy does entry 3 give?
Answer: -1850.3163 Eh


Copy entry 9 word for word.
Computed, not measured: the molecule CH3Cl3Si at a distorted geometry, with ωB97M-V/def2-TZVPD.

Properties
Total charge: 0
SMILES: Cl[SiH2]C(Cl)Cl
Energy above the lowest of the compared OMol25 structures with the same formula, charge and spin (eV): 4.638
LUMO (eV): -0.23
Kohn-Sham gap (eV): 10.62
Calculated total energy (Eh): -1709.9774

Each line ends with the Mulliken charge.
Geometry (Å):
Cl1 -2.231 0.270 -1.202  -0.19
Si1 -0.692 -0.034 0.061  0.58
C1 0.968 -0.250 -0.865  -0.20
Cl2 0.864 -1.596 -1.925  -0.11
Cl3 2.612 -0.574 0.299  -0.22
H1 -0.762 -0.911 1.180  -0.11
H2 -0.724 1.413 0.605  -0.10
H3 1.245 0.613 -1.375  0.34


Question: Number 3 is which compound?
Answer: CH3Cl2O2PS